Record 1
14 unconnected molecules or ions with the total composition C9H44NO14 at a distorted geometry, computed with ωB97M-V with the def2-TZVPD basis set.

## Properties
total charge	-1
2S+1	1
total energy	-1477.42025	a.u.
HOMO-LUMO gap	5.506	eV
relative energy (zero: lowest compared OMol25 entry of this formula, charge and spin)	0.0	kcal per mole

Geometry as XYZ:
```
68
C9H44NO14 | the Open Molecules 2025 dataset | ωB97M-V with the def2-TZVPD basis set
C -0.89943 1.08145 1.53363
C -0.16460 1.12482 0.16686
C 1.33708 1.37963 0.36372
C 2.12380 0.20387 0.92623
C 1.86089 -0.93380 -0.05651
C 0.40580 -1.30392 -0.30445
N -0.34992 -0.09779 -0.62408
O -1.61703 -0.40590 -1.13537
C -0.11889 -2.06249 0.93360
C 0.43842 -2.22667 -1.53166
C -0.66729 2.33739 -0.58003
H -0.97415 2.11142 1.90575
H -0.42436 0.47955 2.30697
H -1.93957 0.75510 1.48138
H 1.44761 2.26870 0.99349
H 1.78615 1.59474 -0.60932
H 1.77914 -0.01930 1.93972
H 3.17656 0.49826 0.91510
H 2.50942 -1.75161 0.27937
H 2.26537 -0.59813 -1.01862
H 0.53620 -2.88317 1.25416
H -1.09143 -2.55009 0.81438
H -0.23253 -1.37035 1.76471
H 0.55081 -1.59320 -2.41247
H -0.54955 -2.68486 -1.64972
H 1.12987 -3.06616 -1.46298
H -0.26632 2.43879 -1.59057
H -0.39924 3.25534 -0.05302
H -1.74880 2.25094 -0.72378
O 0.71523 4.77393 -2.64069
H -0.19271 4.82321 -2.32809
H 0.68679 5.14886 -3.52802
O -1.01718 -4.50411 2.80469
H -0.62776 -3.86408 2.18440
H -1.09428 -5.31937 2.29903
O -0.36082 -2.11345 5.16286
H -1.24771 -2.10018 5.53622
H -0.39740 -2.79502 4.48101
O 0.12923 0.65516 -3.81792
H 1.08816 0.58185 -3.84641
H -0.10786 0.39367 -2.91135
O 4.75587 -0.17133 3.91013
H 4.43485 -0.99815 3.52817
H 5.02474 0.35819 3.15405
O -4.46690 0.01632 0.51638
H -4.52237 0.00736 -0.44851
H -3.51738 -0.00378 0.68717
O 0.42214 -4.65367 -3.98610
H 0.29120 -3.78203 -3.59201
H 0.00807 -4.58695 -4.85230
O -2.09664 -2.29792 -3.67628
H -1.69440 -1.77690 -2.95756
H -2.66000 -1.66476 -4.13235
O -3.79692 0.95777 -2.39024
H -3.07128 0.60168 -1.81887
H -3.51309 1.84868 -2.64908
O 2.34153 2.17746 3.46966
H 2.83735 1.38163 3.70032
H 1.84758 1.92995 2.67903
O -4.02497 3.46709 3.27984
H -3.31328 3.08405 2.75433
H -4.35397 2.73436 3.81056
O -2.34854 3.01959 -3.71907
H -2.32219 3.74219 -3.08280
H -1.54003 2.50698 -3.55851
O 5.99215 -0.91627 0.94977
H 5.48085 -0.12440 1.14373
H 6.32791 -0.77014 0.05835
```

Löwdin analysis output, partial charges in e:
1. C -0.02
2. C -0.50
3. C -0.15
4. C -0.19
5. C -0.15
6. C -0.51
7. N -0.20
8. O -0.25
9. C -0.03
10. C -0.05
11. C -0.05
12. H 0.08
13. H 0.06
14. H 0.06
15. H 0.11
16. H 0.13
17. H 0.10
18. H 0.10
19. H 0.12
20. H 0.12
21. H 0.08
22. H 0.09
23. H 0.06
24. H 0.07
25. H 0.07
26. H 0.09
27. H 0.06
28. H 0.09
29. H 0.08
30. O -0.06
31. H 0.02
32. H 0.04
33. O -0.06
34. H -0.02
35. H 0.04
36. O -0.06
37. H 0.03
38. H 0.00
39. O -0.06
40. H 0.03
41. H 0.00
42. O -0.04
43. H 0.05
44. H 0.02
45. O -0.08
46. H 0.01
47. H -0.02
48. O -0.07
49. H 0.00
50. H 0.03
51. O -0.08
52. H -0.01
53. H 0.03
54. O -0.11
55. H -0.01
56. H -0.01
57. O -0.06
58. H 0.01
59. H -0.02
60. O -0.06
61. H 0.02
62. H 0.03
63. O -0.05
64. H 0.04
65. H 0.03
66. O -0.05
67. H 0.00
68. H 0.04

***

Record 2
A molecular structure, C24H23F12N6O2Pt at a distorted geometry, computed with ωB97M-V with the def2-TZVPD basis set.

## Properties
total charge	-1
2S+1	1
total energy	-2725.25986	a.u.
HOMO-LUMO gap	5.456	eV
relative energy (zero: lowest compared OMol25 entry of this formula, charge and spin)	8.8	kcal per mole

Geometry as XYZ:
```
68
C24H23F12N6O2Pt | the Open Molecules 2025 dataset | ωB97M-V with the def2-TZVPD basis set
Pt -0.04771 0.41638 -0.57923
C 2.76302 -3.79181 4.08933
C 1.95593 -2.73345 3.38134
C 2.44411 -1.44521 3.19724
C 1.66911 -0.51075 2.54657
C 0.38500 -0.78691 2.04406
N -0.25841 0.32095 1.40790
C -0.40273 1.42756 2.21365
C -0.56804 1.22534 3.60673
C -0.60908 2.25222 4.52197
C -0.49717 3.57791 4.12336
C -0.53627 4.71903 5.10758
C -0.40190 3.80195 2.76008
C -0.39564 2.79107 1.79743
C -0.32625 3.18833 0.31631
O -0.78277 2.24077 -0.55056
C -1.27610 4.39021 -0.01328
F -1.28926 4.62716 -1.34205
F -0.97000 5.57976 0.55094
F -2.52668 4.09932 0.35233
C 1.14783 3.58466 -0.03618
F 2.02286 2.67371 0.41373
F 1.52860 4.77075 0.48243
F 1.34156 3.67554 -1.37301
C -0.10578 -2.10247 2.18506
C 0.70002 -3.02214 2.87510
C -1.47081 -2.53973 1.54143
O -1.62738 -2.10493 0.30689
C -1.57127 -4.12004 1.46624
F -0.47641 -4.62266 0.82023
F -1.66152 -4.81494 2.63370
F -2.62481 -4.50597 0.74306
C -2.61070 -2.07350 2.51475
F -3.81865 -2.55654 2.16321
F -2.71318 -0.74294 2.53503
F -2.40724 -2.46465 3.80235
H 3.53111 -3.34174 4.72117
H 2.12785 -4.41563 4.72123
H 3.26772 -4.45704 3.38273
H 3.42696 -1.16980 3.56936
H 2.04246 0.49895 2.41338
H -0.67202 0.21024 3.96415
H -0.73370 2.01097 5.57398
H -0.27894 4.37656 6.11203
H 0.16927 5.50734 4.83436
H -1.52839 5.17824 5.16324
H -0.32293 4.82871 2.43103
H 0.32928 -4.02398 3.03958
C 1.49047 1.84807 -4.77843
N 1.75891 0.45866 -4.43732
C 1.65696 -0.44603 -5.57877
C 1.22840 0.02074 -3.23065
N 0.37288 0.66255 -2.54053
N 1.76150 -1.19128 -2.80622
C 1.32468 -1.95610 -1.71783
N 1.89370 -3.21323 -1.68045
N 0.48856 -1.51318 -0.87906
H 2.16332 2.14126 -5.58247
H 1.67994 2.48696 -3.91663
H 0.45927 2.00790 -5.12073
H 2.27678 -0.05870 -6.38587
H 0.62508 -0.53017 -5.94054
H 2.01227 -1.44104 -5.32537
H -0.02625 1.48422 -2.97816
H 2.69375 -1.38521 -3.13328
H 1.90268 -3.71340 -2.55574
H 1.58083 -3.77495 -0.90313
H 0.05603 -2.17448 -0.23529
```

Löwdin analysis output, partial charges in e:
1. Pt 1.21
2. C -0.06
3. C -0.28
4. C -0.05
5. C -0.03
6. C -0.25
7. N -0.12
8. C -0.23
9. C -0.02
10. C -0.05
11. C -0.29
12. C -0.07
13. C -0.01
14. C -0.06
15. C -0.37
16. O -0.30
17. C -0.54
18. F 0.13
19. F 0.12
20. F 0.17
21. C -0.54
22. F 0.13
23. F 0.14
24. F 0.11
25. C -0.05
26. C 0.00
27. C -0.44
28. O -0.16
29. C -0.53
30. F 0.10
31. F 0.10
32. F 0.14
33. C -0.53
34. F 0.14
35. F 0.16
36. F 0.12
37. H 0.07
38. H 0.07
39. H 0.07
40. H 0.10
41. H 0.12
42. H 0.11
43. H 0.11
44. H 0.06
45. H 0.07
46. H 0.07
47. H 0.11
48. H 0.11
49. C -0.06
50. N -0.17
51. C -0.06
52. C -0.41
53. N 0.02
54. N 0.14
55. C -0.46
56. N 0.15
57. N 0.03
58. H 0.09
59. H 0.09
60. H 0.10
61. H 0.08
62. H 0.10
63. H 0.07
64. H 0.08
65. H 0.14
66. H 0.09
67. H 0.10
68. H 0.05

***

Record 3
A molecular structure, C5H8O at a distorted geometry, computed with ωB97M-V with the def2-TZVPD basis set.

## Properties
2S+1	1
total energy	-270.37925	a.u.
HOMO-LUMO gap	8.751	eV
relative energy (zero: lowest compared OMol25 entry of this formula, charge and spin)	112.1	kcal per mole

Geometry as XYZ:
```
14
C5H8O | the Open Molecules 2025 dataset | ωB97M-V with the def2-TZVPD basis set
O -0.56145 1.80645 2.31336
C -0.88605 0.80911 1.68333
C -0.16021 0.22906 0.59134
C 1.00764 0.71203 -0.25678
C 0.49597 -0.24552 -1.37207
C -0.55970 -0.87318 -0.44302
H -1.80557 0.24202 1.95846
H -0.01465 -1.12648 0.68375
H 1.04466 1.77383 -0.53984
H 1.99060 0.44478 0.15013
H 0.00387 0.28951 -2.18529
H 1.19683 -0.97578 -1.77968
H -1.60123 -1.08492 -0.65656
H -0.15069 -2.00094 -0.14713
```

Löwdin analysis output, partial charges in e:
1. O -0.01
2. C -0.31
3. C -0.25
4. C -0.13
5. C -0.14
6. C -0.18
7. H 0.12
8. H 0.18
9. H 0.11
10. H 0.11
11. H 0.12
12. H 0.11
13. H 0.12
14. H 0.17